Molecular formula: C5H5F4I
Method: DFT, ωB97M-V/def2-TZVPD

Its charge is 0. The value obtained for the total energy is -890.5389 Eh. The multiplicity is 3.

CARTESIAN COORDINATES (ANGSTROEM)
1 C 0.28769 -0.08151 -0.49610
2 C -0.48860 0.90585 0.38512
3 C -0.11012 -1.47651 -0.06685
4 C -1.83156 0.30517 0.78636
5 C 1.80247 0.11652 -0.40402
6 F -0.64844 2.11329 -0.27027
7 F -0.49713 -2.34514 -0.99335
8 F 0.55766 -2.09759 0.89653
9 F -2.16352 0.54675 2.06006
10 I -3.43996 0.34680 -0.53252
11 H -0.04637 0.04031 -1.53289
12 H 0.05585 1.13556 1.31330
13 H 2.12852 0.06965 0.63360
14 H 2.07136 1.08378 -0.82258
15 H 2.32215 -0.66292 -0.95639

Atomic partial charges in e from the Mulliken method, atoms 1 to 8: C 0.58; C 0.15; C 0.17; C -0.08; C -1.56; F -0.31; F -0.27; F -0.28